Record 1
Density functional theory data (ωB97M-V/def2-TZVPD) for 6 unconnected molecules or ions with the total composition C3H16O5.

Each line ends with the Mulliken charge.
CARTESIAN COORDINATES (ANGSTROEM)
O  1.1893  0.3998  -1.8941  -0.548
O  1.4757  -0.7705  1.5612  -0.706
O  -1.3398  -1.4016  -2.6364  -0.639
O  1.8216  1.9387  1.4606  -0.571
O  0.8706  -2.5671  -0.2596  -0.688
C  -1.9497  0.4668  0.5929  0.276
C  -1.7965  0.7170  1.8995  -1.020
C  -1.5040  1.6070  -0.3734  -0.760
H  -2.0230  -1.4157  -1.9561  0.309
H  -1.9028  2.5456  0.0326  0.386
H  2.2272  2.6417  1.9735  0.264
H  -0.5549  -1.5956  -2.0579  0.343
H  0.9880  -0.0016  1.8902  0.297
H  -1.3523  1.5875  2.4028  0.260
H  -1.6694  1.4123  -1.4252  0.290
H  1.6978  -3.0339  -0.4370  0.324
H  1.6787  -0.4152  -1.7371  0.299
H  -2.0480  0.1327  2.7672  0.302
H  1.8950  2.0564  0.5104  0.293
H  1.1250  -1.7934  0.3131  0.443
H  -2.1349  -0.4463  0.0654  0.212
H  1.1249  0.6301  -2.8321  0.275
H  -0.4488  1.8389  -0.1814  0.028
H  1.0255  -1.5003  2.0168  0.332

Calculated values
Kohn-Sham gap: 9.94 eV
Energy above the lowest of the compared OMol25 structures with the same formula, charge and spin: 41.7 kcal/mol
LUMO level: 0.47 eV
Charge: 0
HOMO energy: -9.46 eV


Record 2
Density functional theory data (ωB97M-V/def2-TZVPD) for 6 unconnected molecules or ions with the total composition C3H16O8.

Each line ends with the Mulliken charge.
CARTESIAN COORDINATES (ANGSTROEM)
O  -1.6741  3.2333  -1.2940  -0.728
O  -0.2899  -1.2229  0.5043  -0.451
O  1.3799  0.4749  -1.4469  -0.610
O  0.5543  2.8777  0.2929  -0.621
O  2.6386  -1.2810  -1.9477  -0.505
O  -0.2279  -1.6335  3.1732  -0.722
O  0.9491  0.8578  2.4449  -0.622
O  -2.0686  0.8054  -0.3445  -0.595
C  -0.4568  -2.1434  -0.5897  -0.554
C  1.4363  -0.7177  -1.5649  0.600
C  0.3662  -1.7276  -1.8183  -0.403
H  3.3449  -0.6315  -1.8111  0.354
H  0.3305  0.1230  2.6144  0.356
H  -2.7098  0.4379  0.2722  0.288
H  1.4057  1.0381  3.2685  0.255
H  -1.3405  3.4983  -0.4299  0.354
H  -0.2214  -3.1206  -0.2255  0.370
H  -0.4839  -0.2986  0.2680  0.259
H  0.8893  2.1264  -0.2226  0.352
H  -0.9396  2.9520  -1.8404  0.315
H  0.7360  -2.5678  -2.3910  0.309
H  0.5729  2.4735  1.1752  0.339
H  0.4070  -2.3667  3.1857  0.320
H  -0.4865  -1.6400  2.2266  0.429
H  -1.5218  -2.2139  -0.7665  0.340
H  -2.1753  1.7778  -0.3675  0.352
H  -0.4145  -1.1110  -2.3653  0.218

Calculated values
Kohn-Sham gap: 11.19 eV
LUMO level: 0.41 eV
Charge: 0
HOMO energy: -10.78 eV


Record 3
Density functional theory data (ωB97M-V/def2-TZVPD) for 4 unconnected molecules or ions with the total composition C3H17N2O3.

Each line ends with the Mulliken charge.
CARTESIAN COORDINATES (ANGSTROEM)
O  1.0121  -2.5924  -1.4850  -0.694
O  -0.1363  -2.9928  0.9493  -0.724
O  0.7777  -0.7490  2.2700  -0.634
N  0.1161  1.2175  0.8166  -0.184
N  -0.6931  0.4639  -1.8357  -0.429
C  -0.4006  1.8700  -1.5801  -0.415
C  -1.3614  1.1914  1.2594  -0.798
C  0.4474  2.0655  -0.3432  -0.772
H  0.3088  0.2388  0.6359  0.370
H  0.5990  -1.5972  1.8012  0.322
H  0.1315  2.3843  -2.3840  0.336
H  -1.3328  0.9234  2.3084  0.342
H  0.6025  -2.9595  -2.2771  0.332
H  0.4855  3.1158  -0.0557  0.370
H  0.3062  -3.8211  1.1577  0.307
H  -1.7764  2.1412  0.9527  0.383
H  -1.3744  2.3446  -1.4413  0.331
H  0.0448  -0.1382  -1.4929  0.125
H  -1.7517  0.3169  0.7483  0.305
H  0.0589  -2.8373  -0.0007  0.438
H  1.8836  -2.9728  -1.3431  0.309
H  0.7660  -1.1519  3.1488  0.336
H  -0.9090  0.2252  -2.7896  0.240
H  0.7111  1.4435  1.6093  0.404
H  1.4847  1.8702  -0.6292  0.401

Calculated values
Kohn-Sham gap: 10.35 eV
Energy above the lowest of the compared OMol25 structures with the same formula, charge and spin: 32.4 kcal/mol
LUMO level: -2.76 eV
Charge: +1
HOMO energy: -13.11 eV


Record 4
Density functional theory data (ωB97M-V/def2-TZVPD) for 4 unconnected molecules or ions with the total composition C3H17N2O3.

Each line ends with the Mulliken charge.
CARTESIAN COORDINATES (ANGSTROEM)
O  1.9510  1.8777  0.0429  -0.707
O  2.3355  0.5652  2.3563  -0.653
O  -1.5855  0.2330  2.6391  -0.696
N  -1.1195  -1.4079  0.3731  -0.106
N  1.2481  -0.3681  -1.2150  -0.084
C  0.1649  -0.0011  -2.1655  -0.601
C  -1.2911  0.0892  -1.5941  -0.737
C  -1.8754  -1.1384  -0.8078  -0.371
H  1.9432  -0.9657  -1.6630  0.430
H  1.7277  0.1860  3.0030  0.320
H  0.0521  -0.8142  -2.8525  0.439
H  -1.3725  1.1589  2.8752  0.344
H  -1.8816  0.2853  -2.4700  0.380
H  0.3169  0.9531  -2.6229  0.307
H  2.8820  2.1372  -0.0198  0.335
H  -1.3174  -0.7560  1.1808  0.258
H  -1.4052  0.9731  -0.9740  0.418
H  3.1671  0.7443  2.8165  0.318
H  -1.7563  -1.9895  -1.4687  0.412
H  0.8619  -0.8733  -0.4589  0.270
H  1.7997  0.4679  -0.8058  0.287
H  1.8188  1.6534  0.9961  0.397
H  -2.5508  0.2337  2.6618  0.346
H  -2.8944  -0.8575  -0.5266  0.326
H  -1.2191  -2.3865  0.7000  0.368

Calculated values
Kohn-Sham gap (spin up / spin down): 12.19 / 6.43 eV
Energy above the lowest of the compared OMol25 structures with the same formula, charge and spin: 0.0 kcal/mol
LUMO level (spin up / spin down): -6.58 / -12.34 eV
Charge: +2
2S+1: 2
HOMO energy (spin up / spin down): -18.77 / -18.77 eV


Record 5
Density functional theory data (ωB97M-V/def2-TZVPD) for a molecular structure, C3H18B3OSn.

Each line ends with the Mulliken charge.
CARTESIAN COORDINATES (ANGSTROEM)
Sn  -2.6733  -15.7312  -20.7786  0.731
O  -2.1989  -13.9456  -18.4690  -0.565
C  -2.3727  -13.9852  -16.1115  -1.170
C  -1.6025  -13.9607  -17.4061  0.928
C  -0.1188  -14.0495  -17.3971  -1.115
B  -3.0330  -18.9285  -21.0534  0.738
B  -5.4758  -16.0563  -19.7085  0.423
B  -1.9373  -17.2670  -17.8939  0.299
H  -4.5628  -15.9447  -19.0073  -0.333
H  -2.1343  -14.8546  -15.4998  0.310
H  -1.3647  -17.1243  -18.9024  -0.277
H  -2.0171  -18.3841  -17.6713  -0.174
H  -3.4400  -13.9842  -16.3159  0.281
H  -5.7736  -14.9931  -20.0334  -0.238
H  -2.0506  -13.0963  -15.5612  0.409
H  0.1752  -15.0414  -17.0463  0.287
H  0.3054  -13.2810  -16.7482  0.377
H  -3.3887  -19.9235  -21.4972  -0.167
H  -1.4250  -16.6492  -17.0709  -0.332
H  -2.5777  -19.1943  -20.0401  -0.224
H  -3.0005  -16.8581  -18.0214  -0.250
H  -6.3333  -16.5350  -19.1241  -0.159
H  -5.1849  -16.6789  -20.6323  -0.280
H  0.2983  -13.9741  -18.3998  0.274
H  -2.2747  -18.3491  -21.7194  -0.420
H  -3.9400  -18.2430  -20.8810  -0.354

Calculated values
Kohn-Sham gap: 6.97 eV
Energy above the lowest of the compared OMol25 structures with the same formula, charge and spin: 41.6 kcal/mol
LUMO level: 1.62 eV
Charge: -1
HOMO energy: -5.36 eV


Record 6
Density functional theory data (ωB97M-V/def2-TZVPD) for 6 unconnected molecules or ions with the total composition C3H18O6.

Each line ends with the Mulliken charge.
CARTESIAN COORDINATES (ANGSTROEM)
O  2.1080  6.4796  14.7745  -0.586
O  3.0673  7.5643  12.6166  -0.605
O  4.8447  9.2426  10.4782  -0.618
O  -1.2023  9.7994  10.9870  -0.164
O  4.5251  9.6867  14.1287  -0.497
O  1.5545  5.7187  11.0520  -0.643
C  0.2301  8.9909  12.6937  -0.888
C  4.7298  9.0081  15.3899  -0.503
C  -1.1421  9.4684  12.3406  -0.185
H  2.2220  5.7915  15.4301  0.270
H  4.0542  8.1664  15.5421  0.099
H  4.7584  8.6166  11.1971  0.319
H  -1.5867  10.2940  12.8962  0.435
H  1.2798  6.2665  14.3445  0.289
H  3.0620  7.0614  13.4310  0.353
H  5.3572  9.9621  10.8467  0.303
H  2.0901  5.6484  10.2618  0.336
H  5.0155  10.5115  14.1008  0.284
H  4.5564  9.6288  16.2690  0.318
H  2.0429  6.3139  11.6208  0.361
H  0.7001  8.3312  11.9645  0.343
H  0.3713  8.5328  13.6726  0.367
H  -1.7238  8.5480  12.3914  0.362
H  3.3408  8.4432  12.8790  0.231
H  -2.0791  10.1869  10.9366  0.417
H  5.7140  8.5679  15.5503  0.306
H  0.7368  9.9471  12.5633  0.297

Calculated values
Kohn-Sham gap (spin up / spin down): 9.83 / 3.51 eV
Energy above the lowest of the compared OMol25 structures with the same formula, charge and spin: 30.0 kcal/mol
LUMO level (spin up / spin down): -3.69 / -10.01 eV
Charge: +1
2S+1: 2
HOMO energy (spin up / spin down): -13.52 / -13.52 eV


| no. | F_max (eV/Å) |
| --- | --- |
| 1 | 3.08 |
| 2 | 3.23 |
| 3 | 1.74 |
| 4 | 3.23 |
| 5 | 4.78 |
| 6 | 2.26 |